Below is C7H9ClOSi in the gas phase at a distorted geometry, with properties calculated with ωB97M-V with the def2-TZVPD basis set.

Frontier orbital gap (alpha / beta) (eV): 8.3 / 6.6
LUMO (alpha / beta) (hartree): 0.0293 / -0.1076
HOMO level (alpha / beta) (eV): -7.50 / -9.56
M (u): 172.7
Spin multiplicity: 3
DFT total energy (eV): -29850.073

Each line ends with the Löwdin spin population.
Positions of all 19 atoms, in Å:
C 1.6322 -2.9561 0.7759  0.28
C 1.6327 -2.8980 -0.5730  0.46
C 0.5750 -2.2000 1.3266  0.34
C -0.1069 -1.4995 0.3714  0.46
C 0.4174 -1.9628 -0.9529  0.13
C -0.3969 2.0552 -0.5337  0.00
C -1.4795 0.9831 -0.9647  0.00
O -0.0548 -1.7118 -2.0083  0.22
Si -1.5766 -0.3156 0.3918  0.05
Cl -3.3904 -1.1851 0.1998  0.02
H 2.4101 -3.5400 1.2473  0.01
H 2.2672 -3.4609 -1.2134  0.02
H 0.4550 -2.0954 2.4416  0.01
H -0.5078 2.4970 0.4260  0.00
H 0.5934 1.7519 -0.7395  0.00
H -0.2803 2.9845 -1.2155  0.00
H -1.3841 0.5800 -2.0164  0.00
H -2.4478 1.5367 -0.8604  0.00
H -1.6865 0.6875 1.5414  0.00